1.
{
  "formula": "C20H26MgN5S",
  "method": "ωB97M-V/def2-TZVPD",
  "mol_weight_g_mol": 392.8,
  "homo_ev": -9.78,
  "total_charge": 1,
  "spin_multiplicity": 1,
  "orbital_gap_ev": 7.4,
  "elements": ["Mg", "C", "N", "C", "C", "C", "C", "C", "C", "C", "N", "C", "C", "C", "C", "C", "C", "N", "C", "C", "H", "H", "H", "H", "H", "H", "H", "H", "H", "H", "H", "H", "H", "H", "H", "H", "H", "H", "H", "H", "C", "N", "C", "C", "N", "C", "S", "H", "H", "H", "H", "H", "H"],
  "positions_angstrom": [[1.084408, 8.916623, 9.102886], [-1.327857, 10.226360, 8.306539], [-0.294400, 10.501511, 9.343677], [-1.005107, 10.644491, 10.644118], [0.477566, 11.695241, 8.955826], [0.223468, 12.890663, 9.605918], [0.884270, 14.032443, 9.147959], [1.723581, 13.898962, 8.055003], [2.024479, 12.695692, 7.444270], [1.488452, 11.512592, 7.968720], [1.749944, 10.180474, 7.723207], [2.770038, 9.616239, 6.981515], [3.861128, 10.198261, 6.349463], [4.865130, 9.394274, 5.822820], [4.872638, 8.004143, 5.898526], [3.769938, 7.410661, 6.524510], [2.727606, 8.200858, 6.977544], [1.502001, 7.547661, 7.516029], [0.441852, 7.630065, 6.450700], [1.716310, 6.136384, 7.888284], [-2.119606, 11.003415, 8.317751], [-0.871028, 10.140515, 7.337964], [-1.792636, 9.279107, 8.526468], [-1.826321, 11.374220, 10.662536], [-1.465946, 9.703358, 10.821399], [-0.319345, 10.783945, 11.466095], [-0.510065, 12.980375, 10.391131], [0.746906, 14.970699, 9.665398], [2.199227, 14.752436, 7.630084], [2.697782, 12.716338, 6.600395], [4.033697, 11.252940, 6.361088], [5.669800, 9.890325, 5.308446], [5.660917, 7.418701, 5.465233], [3.747944, 6.321520, 6.639498], [0.784726, 7.088072, 5.583209], [-0.443754, 7.145998, 6.825991], [0.255946, 8.675573, 6.185921], [1.895212, 5.473123, 7.017168], [2.578986, 6.088864, 8.563489], [0.867601, 5.780580, 8.433475], [2.962168, 11.018536, 11.094851], [3.581349, 9.814444, 10.494055], [4.820621, 9.868912, 9.906718], [5.206715, 8.607914, 9.609225], [4.135618, 7.828563, 10.036586], [3.173573, 8.549990, 10.597199], [1.682369, 7.966354, 11.168236], [3.621463, 11.312514, 11.929304], [1.978068, 10.731912, 11.487386], [2.905500, 11.822222, 10.360689], [5.305166, 10.814716, 9.759923], [6.044839, 8.219729, 9.059472], [4.053998, 6.834712, 9.971581]],
  "forces_ev_per_a": [[-0.572, 0.125, -0.615], [-0.291, 0.486, 0.432], [-0.524, 0.641, 0.403], [0.124, -0.201, -0.488], [-0.565, -0.182, 0.778], [0.364, 0.298, -1.007], [0.118, -0.383, 0.192], [-0.076, 0.347, 0.099], [0.090, -0.541, 0.221], [-0.388, -0.172, 0.254], [0.285, 0.380, -0.505], [-0.566, -0.084, 0.485], [0.486, -0.424, 0.190], [0.278, -0.254, -0.411], [-0.852, 0.736, 0.457], [0.313, -0.135, -0.314], [-0.190, -1.173, 0.147], [0.282, 0.216, -0.520], [0.630, 0.199, 0.575], [0.679, 0.187, -0.332], [0.498, -0.294, -0.134], [0.203, 0.277, -0.404], [-0.330, -0.453, 0.179], [0.441, 0.111, -0.214], [-0.514, -0.944, 0.216], [0.256, 0.382, 0.089], [0.039, -0.083, 0.050], [-0.017, 0.119, -0.208], [0.202, 0.695, -0.076], [-0.017, -0.175, 0.043], [-0.185, 0.384, -0.129], [0.295, 0.097, -0.034], [0.214, -0.132, -0.014], [-0.078, 0.520, -0.215], [0.111, -0.154, -0.434], [-0.517, -0.049, 0.120], [0.058, -0.290, 0.113], [-0.122, 0.382, 0.399], [-0.227, -0.142, -0.238], [-0.625, -0.233, 0.237], [0.400, -0.578, 0.512], [-0.007, 1.491, 0.486], [0.552, -0.044, -0.284], [-0.966, 0.207, 0.105], [1.096, -0.713, -0.306], [-0.009, 0.263, -0.155], [-0.429, -0.416, 0.734], [-0.445, 0.022, -0.280], [0.329, 0.243, -0.203], [-0.121, -0.175, 0.004], [0.124, 0.040, -0.094], [0.020, -0.046, 0.146], [0.148, -0.374, -0.053]],
  "mulliken_charge": [0.575, -1.146, 0.968, -1.398, 0.775, -0.077, -1.108, -0.598, -1.301, -0.029, 0.185, 0.683, -1.850, -0.608, -1.285, 0.015, 0.714, 0.970, -1.295, -1.277, 0.353, 0.281, 0.414, 0.441, 0.397, 0.336, 0.376, 0.448, 0.451, 0.488, 0.266, 0.439, 0.490, 0.342, 0.375, 0.422, 0.304, 0.384, 0.361, 0.284, -0.927, 0.332, -0.244, -0.769, 0.178, 0.075, -0.390, 0.389, 0.175, 0.341, 0.508, 0.458, 0.305]
}

2.
{
  "formula": "C20H26N2O3",
  "method": "ωB97M-V/def2-TZVPD",
  "mol_weight_g_mol": 342.4,
  "smiles": "COc1ccc(OC)c(CN2CCN(c3ccccc3OC)CC2)c1",
  "homo_ev": -7.51,
  "spin_multiplicity": 1,
  "orbital_gap_ev": 8.4,
  "elements": ["C", "O", "C", "C", "C", "C", "O", "C", "C", "C", "N", "C", "C", "N", "C", "C", "C", "C", "C", "C", "O", "C", "C", "C", "C", "H", "H", "H", "H", "H", "H", "H", "H", "H", "H", "H", "H", "H", "H", "H", "H", "H", "H", "H", "H", "H", "H", "H", "H", "H", "H"],
  "positions_angstrom": [[3.605685, -1.210743, 5.794337], [2.806895, -1.662682, 4.730235], [3.077356, -1.193247, 3.474469], [4.079717, -0.293428, 3.153875], [4.261464, 0.107576, 1.836588], [3.448265, -0.374615, 0.823702], [3.572995, -0.048282, -0.495066], [4.557466, 0.881860, -0.864348], [2.423626, -1.281684, 1.143884], [1.514009, -1.775229, 0.053742], [0.597439, -0.723284, -0.357711], [-0.396089, -0.435863, 0.655760], [-1.234934, 0.771822, 0.240835], [-1.882108, 0.482757, -1.018302], [-3.027350, 1.191520, -1.371507], [-3.407388, 2.364618, -0.724476], [-4.588681, 3.018147, -1.033613], [-5.415750, 2.515497, -2.014691], [-5.063874, 1.347862, -2.677498], [-3.895422, 0.676288, -2.363874], [-3.517822, -0.503746, -2.957073], [-4.381328, -1.093364, -3.893822], [-0.896745, 0.185242, -2.037620], [-0.065373, -1.019796, -1.610719], [2.255996, -1.676176, 2.454059], [3.527658, -0.126087, 5.925104], [3.221735, -1.707645, 6.684049], [4.656964, -1.483947, 5.653877], [4.735849, 0.109591, 3.908988], [5.055449, 0.806019, 1.623757], [4.459608, 1.001801, -1.942488], [5.565893, 0.520494, -0.633099], [4.400818, 1.851214, -0.379387], [0.974973, -2.677074, 0.395112], [2.120809, -2.037163, -0.816400], [0.115003, -0.216356, 1.595670], [-1.068982, -1.299818, 0.813481], [-1.993849, 0.953005, 1.004164], [-0.572966, 1.650306, 0.168792], [-2.762521, 2.786442, 0.030086], [-4.849986, 3.925546, -0.509754], [-6.336848, 3.016409, -2.271021], [-5.728855, 0.960924, -3.433556], [-3.897714, -2.022886, -4.192469], [-4.517499, -0.459784, -4.777385], [-5.359413, -1.320542, -3.456850], [-1.397444, -0.027955, -2.978988], [-0.220781, 1.045519, -2.174513], [0.694049, -1.222755, -2.369335], [-0.727695, -1.900298, -1.525945], [1.477695, -2.376014, 2.716946]],
  "forces_ev_per_a": [[0.099, 0.059, 0.130], [-0.156, -0.075, -0.269], [0.065, 0.072, -0.051], [-0.147, -0.194, 0.396], [-0.011, 0.095, -0.455], [0.053, 0.000, 0.189], [-0.191, -0.222, 0.131], [0.158, 0.123, -0.068], [0.077, -0.021, -0.062], [0.027, 0.087, -0.030], [-0.045, -0.099, 0.018], [-0.060, 0.304, 0.085], [0.026, -0.225, 0.237], [0.045, -0.233, 0.155], [-0.218, 0.071, -0.092], [0.159, -0.130, -0.083], [-0.188, 0.090, -0.052], [0.012, 0.096, 0.090], [0.002, -0.161, -0.145], [0.078, -0.093, -0.098], [0.097, 0.358, 0.430], [-0.158, -0.101, -0.180], [0.168, -0.244, -0.290], [-0.022, 0.234, -0.198], [0.182, 0.068, 0.067], [0.018, -0.033, -0.013], [0.067, 0.061, -0.028], [-0.030, 0.025, -0.002], [0.036, 0.010, 0.095], [0.058, 0.054, -0.067], [0.049, 0.031, 0.074], [-0.044, 0.021, 0.009], [0.003, -0.042, 0.004], [0.057, 0.029, -0.046], [-0.082, -0.081, 0.030], [-0.078, 0.001, -0.011], [0.029, 0.038, 0.026], [0.046, 0.032, -0.030], [-0.063, 0.016, 0.056], [0.098, -0.009, 0.069], [-0.018, 0.070, 0.041], [-0.074, 0.042, -0.020], [-0.017, -0.082, -0.067], [-0.079, 0.054, -0.013], [-0.010, -0.023, 0.057], [0.037, 0.026, -0.020], [0.091, 0.046, 0.064], [-0.024, -0.039, -0.030], [-0.010, -0.022, 0.000], [0.025, 0.019, -0.033], [-0.135, -0.104, -0.001]],
  "mulliken_charge": [-0.879, -0.427, 0.527, -0.695, -0.863, 0.434, -0.338, -0.991, 0.612, -1.422, 0.418, -0.789, -1.016, 0.395, 0.174, -0.224, -0.884, -0.743, -0.462, 0.672, -0.389, -1.010, -0.691, -0.885, -0.310, 0.345, 0.244, 0.354, 0.392, 0.384, 0.250, 0.364, 0.388, 0.508, 0.505, 0.400, 0.291, 0.519, 0.362, 0.460, 0.368, 0.376, 0.385, 0.242, 0.390, 0.378, 0.462, 0.237, 0.429, 0.327, 0.426]
}

3.
{
  "formula": "C20H26N2O4S",
  "method": "ωB97M-V/def2-TZVPD",
  "mol_weight_g_mol": 390.5,
  "smiles": "CCOC(=O)[C@]1(CCC(C)C)C[C@@H](CSc2nc3ccccc3[nH]2)OC1=O",
  "homo_ev": -8.35,
  "spin_multiplicity": 1,
  "orbital_gap_ev": 8.7,
  "elements": ["C", "C", "O", "C", "O", "C", "C", "C", "C", "C", "C", "C", "C", "C", "S", "C", "N", "C", "C", "C", "C", "C", "C", "N", "O", "C", "O", "H", "H", "H", "H", "H", "H", "H", "H", "H", "H", "H", "H", "H", "H", "H", "H", "H", "H", "H", "H", "H", "H", "H", "H", "H", "H"],
  "positions_angstrom": [[-2.630040, -4.597904, -0.449731], [-2.059204, -3.599440, -1.444719], [-1.504898, -2.465527, -0.770526], [-2.356408, -1.507842, -0.398156], [-3.526842, -1.499776, -0.658390], [-1.637420, -0.455456, 0.444326], [-2.559782, 0.736199, 0.741058], [-2.974852, 1.508891, -0.509904], [-3.709427, 2.814606, -0.185511], [-5.039588, 2.553391, 0.515871], [-3.945134, 3.601544, -1.473755], [-0.251489, -0.083990, -0.086401], [0.712479, -0.393718, 1.071309], [1.208977, 0.860090, 1.794335], [2.071286, 2.003855, 0.682793], [3.528118, 1.099115, 0.395356], [3.757931, -0.107596, 0.821542], [5.018613, -0.415277, 0.366961], [5.769952, -1.572279, 0.528358], [7.022996, -1.602978, -0.048649], [7.527838, -0.520017, -0.769223], [6.796309, 0.639547, -0.941865], [5.539187, 0.676873, -0.366126], [4.553385, 1.636188, -0.329508], [-0.015265, -1.171666, 2.012106], [-1.324863, -1.178765, 1.769264], [-2.123368, -1.685824, 2.498523], [-1.862814, -4.904133, 0.257123], [-2.998213, -5.471741, -0.979489], [-3.450545, -4.144562, 0.100941], [-1.226840, -4.028350, -2.006437], [-2.838472, -3.255077, -2.132188], [-2.048487, 1.410409, 1.433908], [-3.445492, 0.342670, 1.240368], [-3.621185, 0.877523, -1.119475], [-2.089053, 1.751938, -1.102043], [-3.075567, 3.417101, 0.476506], [-5.581346, 3.486414, 0.655381], [-5.654042, 1.884230, -0.081705], [-4.888233, 2.101997, 1.492309], [-3.003179, 3.820197, -1.972461], [-4.445129, 4.543432, -1.260325], [-4.569783, 3.028332, -2.155163], [0.004388, -0.678313, -0.961881], [-0.195635, 0.970627, -0.354456], [1.582873, -0.979719, 0.759715], [1.899994, 0.583445, 2.588877], [0.372047, 1.424281, 2.207131], [5.378066, -2.406859, 1.086482], [7.633435, -2.487130, 0.058290], [8.514452, -0.590558, -1.201759], [7.186731, 1.477788, -1.498712], [4.573533, 2.553795, -0.740271]],
  "forces_ev_per_a": [[0.163, 0.361, -0.097], [-0.350, -0.402, -0.196], [0.308, -0.022, 0.091], [0.004, 0.308, 0.112], [-0.147, -0.060, -0.026], [-0.089, -0.103, 0.178], [-0.120, -0.216, -0.310], [0.055, 0.195, 0.335], [-0.078, -0.100, -0.268], [0.289, 0.111, 0.037], [0.123, -0.025, 0.285], [0.004, -0.085, -0.046], [0.375, 0.319, -0.450], [0.299, -0.222, -0.211], [-0.224, 0.298, 0.101], [-0.171, -0.170, 0.167], [-0.354, 0.082, 0.220], [0.509, 0.441, -0.419], [-0.031, 0.143, -0.049], [0.068, -0.172, 0.041], [0.076, 0.065, -0.064], [0.006, 0.117, -0.058], [0.183, -0.689, 0.206], [-0.182, 0.145, 0.004], [0.270, -0.211, 0.480], [-0.508, 0.052, -0.210], [-0.030, -0.051, 0.053], [0.049, -0.076, 0.052], [-0.046, -0.114, -0.041], [-0.075, -0.019, 0.037], [-0.108, 0.092, 0.039], [0.191, -0.058, 0.048], [0.026, 0.001, 0.076], [0.047, 0.040, 0.095], [0.003, -0.001, -0.081], [0.042, -0.001, -0.083], [0.012, -0.016, -0.001], [-0.099, 0.067, 0.044], [-0.120, -0.106, -0.076], [-0.074, -0.078, 0.129], [0.079, 0.035, -0.107], [-0.073, 0.116, -0.040], [-0.094, -0.061, -0.123], [0.027, 0.120, 0.041], [-0.027, -0.078, -0.064], [-0.302, 0.136, 0.075], [-0.092, 0.023, 0.057], [0.006, 0.046, 0.001], [-0.048, -0.105, 0.072], [0.051, -0.074, 0.009], [0.078, 0.001, -0.037], [0.082, 0.061, -0.067], [0.014, -0.055, 0.037]],
  "mulliken_charge": [-1.116, -0.324, -0.333, -0.580, -0.597, 2.932, -1.446, -0.822, 0.765, -1.455, -1.631, -1.071, 0.344, -1.012, -0.262, 0.160, -0.336, 0.447, -0.651, -0.521, -0.416, -0.945, 0.609, -0.030, -0.421, -0.198, -0.599, 0.299, 0.414, 0.305, 0.331, 0.329, 0.356, 0.539, 0.279, 0.455, 0.288, 0.448, 0.294, 0.331, 0.387, 0.449, 0.333, 0.273, 0.404, 0.349, 0.456, 0.433, 0.449, 0.374, 0.373, 0.375, 0.184]
}